Density functional theory data (the ωB97M-V functional and the def2-TZVPD basis) for 3 unconnected molecules or ions with the total composition C33H51N3O3S.

Computed properties:
**DFT total energy**: -2075.965914 hartree
**Orbital gap (alpha / beta)**: 0.3121 / 0.2833 Eh
**2S+1**: 3
**Highest occupied orbital energy (alpha / beta)**: -7.77 / -7.77 eV
**<S²>**: 2.009

Structure (XYZ):
```
91
Properties=species:S:1:pos:R:3:forces:R:3:mulliken_spin:R:1
O 6.415 1.185 -1.009 -0.5 -1.0 -0.6 0.00
C 5.099 0.753 -1.453 0.3 -0.2 -0.3 0.00
C 5.099 0.377 -3.004 -0.9 1.3 0.5 0.00
C 3.593 0.571 -3.541 2.1 -0.1 0.0 0.00
N 2.690 0.149 -2.455 -1.5 -0.4 -1.4 0.00
C 1.395 0.785 -2.495 -3.1 1.3 0.3 0.00
C 0.909 1.669 -3.566 -0.7 -0.4 1.3 0.00
C -0.412 2.298 -3.489 0.2 -0.9 1.4 0.00
C -1.319 2.084 -2.365 2.2 -1.2 0.1 0.00
C -0.879 1.176 -1.304 1.4 0.4 -1.5 0.00
C 0.434 0.558 -1.381 0.5 0.3 -1.3 0.00
S 1.033 -0.589 -0.084 0.0 -0.2 -1.0 0.00
C 1.855 -1.846 -1.133 0.9 -0.2 -1.6 0.00
C 1.776 -3.263 -0.893 1.0 -0.9 -1.8 0.00
C 2.433 -4.291 -1.812 0.0 4.2 -0.5 0.00
C 3.146 -3.731 -2.965 -1.2 0.7 2.0 0.00
C 3.253 -2.270 -3.180 -1.0 -0.5 1.2 0.00
C 2.619 -1.283 -2.286 -0.1 -3.3 0.4 0.00
H 6.988 0.418 -1.186 -0.1 0.6 0.2 0.00
H 4.425 1.631 -1.244 0.6 -1.1 -0.3 0.00
H 4.781 -0.152 -0.855 0.1 1.1 -0.5 0.00
H 5.723 1.177 -3.493 -0.4 -1.1 0.3 0.00
H 5.491 -0.654 -3.186 -0.2 0.9 0.2 0.00
H 3.526 1.664 -3.789 -0.4 -1.1 0.6 0.00
H 3.446 0.007 -4.506 -0.1 0.5 0.9 0.00
H 1.548 1.873 -4.463 -0.8 -0.2 1.0 0.00
H -0.737 2.964 -4.325 0.4 -0.7 0.8 0.00
H -2.321 2.569 -2.277 1.1 -0.4 -0.3 0.00
H -1.510 0.959 -0.413 0.5 0.2 -0.9 0.00
H 1.220 -3.662 -0.012 0.5 0.6 -0.8 0.00
H 2.374 -5.390 -1.640 0.0 1.2 0.0 0.00
H 3.603 -4.465 -3.672 -0.3 1.0 0.5 0.00
H 3.823 -1.940 -4.080 -0.6 -0.3 1.0 0.00
C 3.285 -4.399 5.757 0.3 0.0 0.1 0.02
C 2.382 -4.805 4.559 0.1 0.3 2.2 0.02
C 2.265 -6.339 4.469 0.1 -0.2 -0.5 0.02
C 3.482 -7.034 3.868 0.1 0.0 0.1 -0.02
C 3.884 -6.380 2.550 -0.4 -0.2 0.1 0.02
C 4.101 -4.865 2.686 2.1 0.1 -0.2 0.04
N 2.930 -4.187 3.317 -2.7 -1.8 -2.3 0.33
O 1.942 -4.150 2.411 1.4 0.6 1.1 0.60
C 5.390 -4.618 3.502 0.0 0.0 0.4 0.01
C 4.432 -4.271 1.307 -0.6 0.2 -0.2 -0.04
C 0.988 -4.265 4.935 -0.2 0.2 -0.8 -0.01
H 3.857 -3.494 5.542 0.0 -0.1 -0.1 -0.01
H 2.700 -4.169 6.650 -0.1 -0.1 -0.1 0.00
H 3.982 -5.188 6.045 0.1 0.1 -0.1 0.00
H 1.397 -6.598 3.853 0.0 0.2 0.0 0.00
H 2.068 -6.756 5.462 0.0 0.3 0.0 0.00
H 4.317 -7.021 4.574 0.0 0.0 0.0 0.00
H 3.249 -8.088 3.696 0.0 0.0 0.0 0.00
H 4.793 -6.856 2.172 0.1 0.2 0.0 0.00
H 3.107 -6.584 1.804 0.0 0.2 0.0 0.00
H 5.552 -3.549 3.664 -0.1 -0.1 0.0 -0.01
H 6.261 -5.003 2.967 -0.2 0.0 -0.1 0.00
H 5.401 -5.112 4.471 -0.1 0.1 0.0 0.00
H 3.654 -4.447 0.566 0.0 0.0 0.2 0.01
H 5.348 -4.711 0.907 0.0 -0.1 0.3 0.00
H 4.588 -3.190 1.367 -0.1 0.0 0.1 0.01
H 0.988 -3.173 4.993 0.0 -0.1 0.0 0.00
H 0.677 -4.651 5.909 0.3 -0.1 0.0 0.00
H 0.218 -4.571 4.225 0.2 0.1 -0.1 0.00
C -7.888 6.632 -0.636 0.1 0.3 0.0 0.01
C -7.373 5.165 -0.612 -1.5 1.4 0.8 0.03
C -6.496 4.924 0.634 0.5 -0.2 -0.1 0.02
C -5.082 5.488 0.530 -0.1 0.1 0.0 -0.02
C -4.416 5.052 -0.771 -0.2 -0.2 0.4 0.02
C -5.261 5.396 -2.007 1.1 1.6 -0.8 0.03
N -6.659 4.887 -1.892 1.0 -3.2 1.2 0.32
O -6.629 3.571 -2.068 -0.4 1.3 -0.5 0.60
C -5.253 6.927 -2.211 -0.2 0.2 0.2 0.02
C -4.554 4.860 -3.265 -0.3 -0.6 0.0 -0.01
C -8.650 4.318 -0.440 0.3 -0.6 -0.5 -0.01
H -7.972 7.012 -1.655 0.1 -0.1 0.0 -0.01
H -8.888 6.720 -0.206 0.1 -0.2 0.1 0.00
H -7.251 7.309 -0.065 0.0 0.0 -0.1 0.00
H -6.413 3.846 0.813 -0.1 0.0 -0.2 0.00
H -6.985 5.342 1.519 -0.2 0.0 -0.2 0.00
H -5.101 6.580 0.606 0.0 0.0 -0.1 0.00
H -4.488 5.137 1.378 0.0 0.0 0.0 0.00
H -3.431 5.521 -0.847 -0.1 0.0 -0.2 0.00
H -4.232 3.973 -0.728 -0.2 0.0 -0.1 0.00
H -5.885 7.214 -3.055 0.0 -0.1 0.1 -0.01
H -4.241 7.279 -2.426 0.0 -0.2 0.0 0.00
H -5.578 7.491 -1.339 -0.1 -0.1 0.0 0.00
H -4.381 3.783 -3.224 -0.2 0.0 0.0 0.00
H -3.573 5.325 -3.385 -0.1 0.2 0.2 0.00
H -5.133 5.079 -4.166 0.0 0.0 0.1 0.00
H -9.313 4.420 -1.303 0.1 0.0 0.0 0.00
H -9.204 4.636 0.446 0.2 0.2 -0.1 0.00
H -8.430 3.258 -0.300 0.1 0.1 -0.2 0.00
```
Positions in Å, forces in eV/Å.

---

Density functional theory data (the ωB97M-V functional and the def2-TZVPD basis) for 12 unconnected molecules or ions with the total composition C12H48O12.

Computed properties:
**DFT total energy**: -1388.627706 hartree
**Orbital gap**: 0.3477 Eh
**Highest occupied orbital energy**: -9.46 eV

Structure (XYZ):
```
72
Properties=species:S:1:pos:R:3:forces:R:3:lowdin_charge:R:1
C -3.600 2.573 -0.369 0.6 -0.8 -0.6 -0.17
O -4.650 3.035 -1.155 -1.3 1.2 -0.6 -0.12
H -3.232 1.700 -0.908 0.5 -0.5 0.7 0.05
H -2.804 3.314 -0.440 -0.1 0.1 0.4 0.08
H -3.868 2.351 0.664 0.1 0.1 0.0 0.08
H -5.384 2.417 -1.195 0.1 -0.1 0.2 0.08
C -0.482 -1.906 4.789 -0.9 -0.4 -0.4 -0.14
O 0.386 -2.053 3.676 0.7 0.5 1.1 -0.13
H -1.170 -1.068 4.680 0.3 0.5 0.0 0.08
H -1.163 -2.756 4.847 0.1 -0.4 0.2 0.06
H 0.036 -1.841 5.746 0.4 0.1 -0.4 0.09
H -0.101 -2.334 2.898 -0.2 0.1 -0.4 0.02
C 3.474 1.787 -0.418 -0.1 0.3 -0.4 -0.15
O 4.851 2.124 -0.189 -0.6 -0.3 0.3 -0.12
H 3.097 0.887 0.068 0.6 -0.2 0.1 0.05
H 2.827 2.588 -0.060 0.3 0.2 -0.1 0.08
H 3.324 1.668 -1.491 -0.3 0.0 0.0 0.07
H 5.362 1.482 -0.688 0.1 0.0 0.1 0.07
C 3.315 0.359 3.248 1.4 0.9 -0.4 -0.20
O 2.663 -0.171 4.333 -0.8 -0.3 1.2 -0.11
H 3.868 1.239 3.576 -0.2 0.3 0.1 0.08
H 4.134 -0.282 2.921 -0.2 -0.4 -0.6 0.08
H 2.668 0.683 2.433 -0.1 -0.2 -0.2 0.06
H 1.977 -0.773 4.035 -0.2 -0.3 -0.1 0.03
C -0.657 2.749 2.425 0.7 0.0 1.0 -0.15
O -1.886 2.245 2.916 -0.5 0.0 -0.5 -0.13
H -0.588 3.836 2.470 -0.3 0.2 -0.4 0.08
H 0.120 2.402 3.106 0.5 -0.2 -0.2 0.08
H -0.436 2.381 1.423 -0.3 0.1 0.1 0.05
H -2.037 2.623 3.786 0.0 0.0 0.0 0.08
C -2.413 -0.095 -3.005 -0.8 -1.3 -1.1 -0.14
O -1.678 1.024 -2.660 0.7 0.8 0.6 -0.14
H -1.932 -1.003 -2.643 0.1 0.2 0.3 0.08
H -3.451 -0.069 -2.672 0.0 0.1 0.2 0.09
H -2.417 -0.191 -4.090 -0.2 -0.2 -0.2 0.09
H -2.087 1.801 -3.048 0.0 0.2 0.0 0.11
C 1.512 0.912 -4.060 0.5 -0.2 0.1 -0.14
O 0.467 0.086 -4.607 0.5 0.8 0.0 -0.11
H 1.215 1.874 -3.641 -0.7 -0.1 0.1 0.06
H 2.048 0.358 -3.289 0.0 0.0 0.1 0.06
H 2.252 1.212 -4.802 -0.2 -0.5 -0.5 0.08
H -0.298 0.232 -4.045 0.0 0.0 0.0 0.01
C 2.225 -2.431 -0.452 -0.9 -2.1 1.2 -0.21
O 2.343 -1.304 -1.157 0.9 2.6 -1.8 -0.10
H 2.611 -2.376 0.566 0.5 0.0 0.2 0.08
H 1.170 -2.665 -0.314 -0.2 -0.6 0.0 0.06
H 2.708 -3.229 -1.016 0.0 -0.2 0.3 0.09
H 1.629 -0.682 -0.997 0.1 0.2 -0.1 0.01
C -1.242 -4.353 2.072 -0.2 -0.5 -0.9 -0.11
O -0.905 -3.066 1.499 -0.6 -1.1 1.1 -0.14
H -2.209 -4.749 1.761 -0.6 0.7 -0.1 0.08
H -0.610 -5.124 1.631 0.7 0.0 0.6 0.08
H -1.261 -4.379 3.162 0.5 0.4 -0.2 0.08
H -0.983 -3.220 0.554 -0.1 0.4 -0.6 0.02
C -0.121 4.273 -1.977 0.1 -0.1 0.6 -0.16
O 1.237 4.691 -2.126 -0.7 -0.2 0.0 -0.11
H -0.844 5.086 -2.043 0.0 0.2 -0.7 0.08
H -0.311 3.456 -2.673 0.0 0.4 -0.3 0.06
H -0.351 3.857 -0.997 0.5 -0.3 0.4 0.06
H 1.371 5.457 -1.563 0.1 0.0 0.0 0.08
C -1.378 -4.923 -1.482 1.2 -0.9 -0.8 -0.15
O -1.564 -3.559 -1.231 -0.4 0.5 0.4 -0.13
H -0.450 -5.237 -1.003 -0.1 0.1 0.4 0.08
H -2.185 -5.590 -1.180 -0.2 0.2 0.1 0.09
H -1.142 -5.069 -2.536 -0.4 -0.2 -0.2 0.09
H -2.375 -3.293 -1.671 -0.1 0.2 0.1 0.09
C -0.082 -0.010 0.076 -0.8 0.5 0.0 -0.12
O 0.483 0.874 -0.919 0.1 -1.0 1.1 -0.13
H -0.537 -0.905 -0.349 0.4 -0.3 -0.4 0.07
H 0.648 -0.302 0.831 0.1 0.2 -0.1 0.09
H -0.934 0.467 0.560 0.1 0.2 0.3 0.08
H -0.202 0.911 -1.590 -0.1 0.4 -0.4 0.02
```
Positions in Å, forces in eV/Å.

---

Q: What is the formula in the second record?
A: C12H48O12